## 1
23
Properties=species:S:1:pos:R:3 method="wB97M-V/def2-TZVPD" smiles=CC(C)CCn1nnc[nH+]1 total_charge=+1 homo_ev=-14.79 gap_ha=0.3744 lumo_ha=-0.1690
C 2.82016 -0.76667 -0.03008
C 1.40395 -0.26135 -0.29384
C 1.41298 1.07634 -1.03433
C 0.64259 -0.20200 1.04132
C -0.65255 0.59758 1.04025
N -1.71979 -0.11409 0.28167
N -1.60448 -1.25795 -0.28866
N -2.75229 -1.57555 -0.85911
C -3.58770 -0.57756 -0.62702
N -2.94362 0.36795 0.05565
H 2.81460 -1.70383 0.53028
H 3.38678 -0.02919 0.54631
H 3.34983 -0.94213 -0.96658
H 0.89665 -1.00156 -0.92054
H 2.21381 1.09321 -1.77478
H 0.48195 1.26856 -1.57680
H 1.59859 1.91884 -0.35875
H 1.27242 0.25423 1.81119
H 0.42365 -1.21576 1.38669
H -0.54497 1.56171 0.53954
H -1.04743 0.74917 2.04568
H -4.61399 -0.50907 -0.95074
H -3.25115 1.26914 0.40265



## 2
23
Properties=species:S:1:pos:R:3 method="wB97M-V/def2-TZVPD" total_charge=+1 homo_ev="-11.83 / -11.82" gap_ha="0.2721 / 0.2717" lumo_ha="-0.1625 / -0.1628"
C -1.45839 1.57105 -0.11614
C -2.08878 0.40537 0.09555
C 0.56543 0.39891 -0.19387
C -1.34976 -1.88799 -0.34438
C 2.64551 1.08808 0.81115
C 2.25587 -1.19896 -0.35854
N -1.23944 -0.57606 0.36067
N -0.05643 1.54327 -0.18474
N -3.45548 0.23444 -0.01393
N 1.75689 0.17177 0.06406
H -1.86873 2.54873 -0.21213
H -1.75132 -1.68214 -1.27686
H -0.29157 -2.26796 -0.26836
H -1.90829 -2.67559 0.22331
H 2.04966 1.73253 1.49556
H 3.33942 0.50891 1.46847
H 3.15634 1.84261 0.15191
H 3.35129 -1.09276 -0.82096
H 2.35303 -2.00286 0.37447
H 1.56178 -1.64521 -1.11081
H 0.33473 2.36101 -0.53647
H -3.94558 1.16024 -0.04858
H -3.95620 -0.53740 0.44063



Which is most stable? The ranking, best first, is 1, 2.



## 1
11
Properties=species:S:1:pos:R:3 method="wB97M-V/def2-TZVPD" homo_ev=-10.71 gap_ha=0.3838 lumo_ha=-0.0097
C -0.57464 0.01347 -0.05197
C 0.64307 -0.47556 0.15232
C -0.88187 1.47244 0.28208
N 1.12319 -1.79034 -0.43798
O 0.46773 -2.28167 -1.29502
O 2.16147 -2.21030 -0.04485
F 1.58437 0.19577 0.83357
H -1.42725 -0.42737 -0.62348
H -1.94762 1.64554 0.43464
H -0.61966 1.70449 1.23812
H -0.52880 2.15353 -0.48742



## 2
11
Properties=species:S:1:pos:R:3 method="wB97M-V/def2-TZVPD" smiles="N=C=O.C#CO.F" homo_ev=-10.12 gap_ha=0.3793 lumo_ha=0.0074
C 1.62015 0.49119 -0.28085
C 0.84748 1.11314 -0.99532
C -1.28479 -1.29835 0.51708
N -0.45695 -2.14106 0.52040
O -2.21311 -0.68372 0.26765
O 2.17598 -0.62262 0.21306
F -4.64177 0.85869 -0.38376
H 0.48387 2.03535 -1.31468
H -4.10384 1.46832 0.14068
H 0.38594 -2.26328 0.96713
H 3.04602 -0.77259 -0.16542



## 3
11
Properties=species:S:1:pos:R:3 method="wB97M-V/def2-TZVPD" homo_ev=-11.90 gap_ha=0.4529 lumo_ha=0.0155
C 2.02335 -0.62863 0.24885
C 0.11178 -0.68553 -0.02737
C -0.33031 0.78853 0.04117
N 3.15587 -0.53551 0.44210
O -0.05533 -1.40137 -1.20592
O 0.52454 1.48096 0.85594
F -0.23603 1.16057 -1.29717
H -0.30446 -1.30033 0.76387
H -1.39532 0.82399 0.28156
H 0.32894 -0.76403 -1.81884
H 1.33754 0.98873 0.94998



## 4
11
Properties=species:S:1:pos:R:3 method="wB97M-V/def2-TZVPD" smiles="C[C@H](F)C(=O)N=O" homo_ev="-9.69 / -9.73" gap_ha="0.2978 / 0.3037" lumo_ha="-0.0581 / -0.0538"
C -1.00101 -0.11732 0.46508
C 1.25427 0.68383 0.25657
C 0.31307 -0.31407 -0.33466
N -1.87342 -0.89310 -0.12591
O -2.53323 -1.32588 -1.06635
O -1.08392 0.41697 1.50179
F -0.02476 -0.00130 -1.67805
H 2.21047 0.78138 -0.20734
H 0.63357 1.63731 0.20837
H 1.38642 0.52863 1.28854
H 0.71854 -1.39646 -0.30804



Which is most stable? The ranking, best first, is 3, 2, 1, 4.



## 1
63
Properties=species:S:1:pos:R:3 method="wB97M-V/def2-TZVPD" smiles="CCN(CC)CCN1C(=O)C(=O)/C(=C(/O)c2c(C)[nH]c(C(=O)OC)c2C)[C@@H]1c1cccnc1" homo_ev=-8.18 gap_ha=0.2942 lumo_ha=-0.0064
C -6.49311 -2.01363 0.06052
H -6.54444 -0.94543 0.25587
H -6.67886 -2.19126 -0.99566
C -5.14314 -2.60067 0.45805
N -4.07742 -2.27126 -0.47685
C -3.85597 -0.85811 -0.66829
H -4.80873 -0.41953 -0.96842
H -3.17032 -0.74063 -1.50976
C -3.31367 -0.04543 0.53916
N -1.87778 0.00731 0.59683
C -1.13696 -0.67068 1.50418
O -1.58135 -1.40551 2.36115
C 0.32547 -0.36794 1.20498
O 1.27481 -0.78590 1.83144
C 0.31284 0.52742 0.06035
C 1.37765 1.12025 -0.52759
C 2.76376 0.78906 -0.23944
C 3.74845 1.71994 0.08316
N 4.90718 1.05339 0.23621
C 4.71536 -0.28732 0.00401
C 3.37549 -0.48959 -0.29023
C 2.73012 -1.78404 -0.60691
H 1.90129 -1.64986 -1.29885
H 2.33608 -2.21411 0.31426
H 3.46046 -2.47442 -1.01871
C 5.81270 -1.23464 0.05171
O 5.75259 -2.41266 -0.20254
O 6.97021 -0.61824 0.40975
C 8.10640 -1.46343 0.49194
H 7.93146 -2.26448 1.21273
H 8.31928 -1.90950 -0.48186
H 8.93229 -0.83343 0.81262
H 5.79168 1.44699 0.51370
C 3.64137 3.18769 0.30428
H 2.59998 3.48697 0.39286
H 4.15630 3.46740 1.22197
H 4.09910 3.74335 -0.51662
O 1.14764 2.08968 -1.44992
H 1.98719 2.40596 -1.80862
C -1.11622 0.86217 -0.28773
C -1.41788 2.32273 -0.04396
C -1.98634 3.12647 -1.02221
C -2.22847 4.46085 -0.73908
C -1.88756 4.93787 0.51698
N -1.34891 4.17990 1.45743
C -1.12497 2.90894 1.18468
H -0.68546 2.32484 1.98408
H -2.04998 5.97248 0.78857
H -2.66909 5.11370 -1.47656
H -2.22958 2.71460 -1.99170
H -1.33502 0.62912 -1.33973
H -3.64879 -0.49936 1.47429
H -3.69809 0.97854 0.48469
C -2.88474 -3.06219 -0.19713
C -1.80605 -2.92457 -1.26535
H -1.06886 -3.71183 -1.12898
H -1.28642 -1.97212 -1.19911
H -2.24421 -3.02467 -2.25586
H -2.46263 -2.83485 0.79322
H -3.20978 -4.10684 -0.17843
H -5.22971 -3.69079 0.45183
H -4.89902 -2.30167 1.49121
H -7.27758 -2.49702 0.63736



## 2
63
Properties=species:S:1:pos:R:3 method="wB97M-V/def2-TZVPD" smiles="CCC(C)(C)NC(=O)CN(Cc1ccc2c(c1)OCO2)C(=O)CCC(=O)Nc1ccccn1" homo_ev=-8.09 gap_ha=0.3187 lumo_ha=0.0214
C 0.57696 1.37003 1.11234
C -0.40811 2.25178 0.35322
H -0.32081 3.28071 0.70563
H -1.42581 1.91123 0.55470
C -0.20911 2.23208 -1.17402
N -0.43367 0.87506 -1.67146
C -1.60256 0.22499 -1.67788
O -2.67988 0.68022 -1.34818
C -1.46847 -1.22089 -2.20463
N -0.90849 -2.14021 -1.22418
C 0.42709 -2.22398 -1.11174
O 1.16324 -1.49117 -1.77055
C 0.99347 -3.29459 -0.19205
H 0.75117 -3.05769 0.84666
C 2.51349 -3.44597 -0.33981
C 3.28186 -2.46551 0.53737
O 3.79746 -2.80751 1.57940
N 3.31316 -1.20555 0.02702
C 3.98747 -0.09531 0.51155
N 3.82057 0.99608 -0.23103
C 4.44335 2.10621 0.12726
C 5.26011 2.19660 1.24011
C 5.42489 1.05838 2.01848
C 4.78366 -0.11089 1.65901
H 4.88765 -1.01483 2.23367
H 6.05036 1.08207 2.89887
H 5.74925 3.12400 1.49194
H 4.27151 2.95887 -0.51696
H 2.77351 -1.03714 -0.82343
H 2.79408 -3.30485 -1.38454
H 2.80279 -4.44832 -0.02251
H 0.52235 -4.24710 -0.44473
C -1.88461 -2.83611 -0.40083
C -2.71130 -1.84093 0.37714
C -2.11020 -1.09677 1.38000
C -2.79719 -0.10358 2.07094
C -4.10526 0.11008 1.71475
C -4.72387 -0.64993 0.72065
C -4.04961 -1.63013 0.03905
H -4.53659 -2.19863 -0.73572
O -6.02356 -0.25178 0.58768
C -6.18546 0.83583 1.47214
O -5.00117 1.01008 2.22052
H -7.02560 0.63409 2.15423
H -6.39505 1.75235 0.89557
H -2.32480 0.47965 2.84297
H -1.07517 -1.27849 1.62739
H -1.37638 -3.51085 0.28557
H -2.53225 -3.42936 -1.05571
H -0.81811 -1.22229 -3.08363
H -2.46316 -1.57362 -2.47798
H 0.39620 0.34131 -1.90440
C -1.20558 3.19227 -1.83095
H -1.11038 3.14723 -2.91355
H -2.22186 2.92175 -1.56218
H -1.00983 4.20996 -1.50412
C 1.21188 2.62450 -1.57271
H 1.93947 1.89852 -1.21865
H 1.45692 3.59672 -1.15313
H 1.28780 2.68918 -2.65599
H 1.58760 1.76395 1.05138
H 0.57774 0.36033 0.70811
H 0.29690 1.31788 2.16196



Which is most stable? The ranking, best first, is 2, 1.



## 1
14
Properties=species:S:1:pos:R:3 method="wB97M-V/def2-TZVPD" total_charge=-1 homo_ev="0.11 / -3.15" multiplicity=2 gap_ha="0.1516 / 0.2640" lumo_ha="0.1557 / 0.1483" s2=0.762
C -0.49558 1.06410 1.03867
C -0.79413 0.19066 0.00510
O -0.83863 -1.20329 0.28422
C -0.76468 0.44074 -1.43704
C -0.30332 -0.62653 -2.17103
H -0.36962 0.88218 2.09199
H -0.61551 2.05286 0.61627
H -0.48902 -1.30744 1.17723
H -0.77017 1.50782 -1.66376
H -0.50576 -1.65281 -1.89664
H 0.03314 -0.58545 -3.21981
H 1.25660 0.07634 1.59686
H 2.74534 -0.20423 1.65093
O 1.91134 -0.63494 1.92700



## 2
14
Properties=species:S:1:pos:R:3 method="wB97M-V/def2-TZVPD" total_charge=-1 homo_ev="0.40 / -2.60" multiplicity=2 gap_ha="0.1237 / 0.2277" lumo_ha="0.1382 / 0.1322" s2=0.763
C 1.00049 -1.85198 -0.07502
C 0.84911 -0.53496 0.28715
O 2.05774 0.18943 0.05651
C -0.17149 0.20183 0.92175
C -0.12174 1.53450 1.31238
H 1.81948 -2.15599 -0.60897
H 0.24903 -2.66275 0.15176
H 1.83482 0.97056 -0.37626
H -1.15346 -0.20342 0.86223
H 0.65565 2.24466 1.41510
H -1.07653 1.76592 1.75067
H -1.33040 0.57890 -2.21548
H -2.77263 -0.05612 -1.83443
O -1.84007 -0.02059 -1.64740



Which is most stable? The ranking, best first, is 1, 2.



## 1
10
Properties=species:S:1:pos:R:3 method="wB97M-V/def2-TZVPD" homo_ev="-8.91 / -9.78" gap_ha="0.2290 / 0.2814" lumo_ha="-0.0986 / -0.0778"
C -0.62533 -0.01598 0.05452
C -1.07660 1.26056 -0.38668
C 0.68645 -0.25744 -0.46601
N -0.34185 1.92728 -1.32081
N 1.41048 -1.30461 -0.23213
S 1.00338 1.15086 -1.69430
I 3.44511 -1.04234 1.92150
H -1.04819 -0.68052 0.71041
H -2.11106 1.64890 -0.39058
H 2.35814 -1.50396 -0.82401



## 2
10
Properties=species:S:1:pos:R:3 method="wB97M-V/def2-TZVPD" smiles=Cc1nnsc1I homo_ev=-9.32 gap_ha=0.3400 lumo_ha=-0.0025
C 0.13759 -0.24945 -0.22143
C -0.82986 -0.55968 0.87176
C 0.52488 1.14830 -0.57760
N 0.75315 -1.33579 -0.65620
N 0.29204 -2.40571 -0.23867
S -0.89997 -2.24077 0.88953
I -2.01491 0.85464 1.89059
H 1.30385 1.58167 0.01743
H 0.94856 1.40355 -1.53838
H -0.21532 1.80324 -0.43703



Which is most stable? The ranking, best first, is 2, 1.